Entry from the Open Molecules 2025 dataset: a 8-piece molecular cluster, F6H14O7P overall at a distorted geometry (the ωB97M-V functional and the def2-TZVPD basis).

The calculation puts the orbital gap at 10.98 eV. The value obtained for the energy above the lowest of the compared OMol25 structures with the same formula, charge and spin is 0.0000 eV. Its energy is -1475.97252 Ha.

Structure (ORCA input):
```
! RIJCOSX wB97M-V def2-TZVPD def2/J DEFGRID3
* xyz -1 1
P 0.1377 -0.4583 0.1510
F -0.8291 -1.6117 -0.4485
F 0.8732 -0.2731 -1.2704
F -0.9191 0.7101 -0.3050
F 1.0724 0.7630 0.7568
F -0.7630 -0.5581 1.5136
F 1.1421 -1.5346 0.7075
O 0.6710 2.7139 -1.6378
H 1.4774 2.6854 -1.1048
H 0.1126 2.0133 -1.2682
O 3.3857 1.6245 -0.3504
H 3.7021 0.8113 -0.7551
H 2.6999 1.3350 0.2796
O -3.2145 1.0778 1.1709
H -3.3589 2.0199 1.0424
H -2.2741 0.9401 0.9457
O 1.1758 1.8360 -4.3434
H 0.7437 2.6262 -4.6770
H 0.9108 1.7993 -3.4044
O -0.6614 -3.1515 2.7879
H -0.4463 -2.4434 2.1596
H -1.3041 -2.7506 3.3685
O -1.4391 -0.8652 4.4136
H -1.4259 0.0200 4.0309
H -2.3482 -1.1610 4.2882
O 0.3079 -2.6155 -3.0638
H 0.1336 -2.0574 -2.2893
H 0.4379 -3.4952 -2.6979
*
```